1.
Formula: C23H28N4O
Source: OMol25
Level of theory: ωB97M-V/def2-TZVPD

Each line ends with the Mulliken charge.
Atoms and positions in Å:
O1 -4.25 -2.08 1.72  -0.532
C1 -4.92 -1.41 0.67  -0.806
C2 -4.00 -0.96 -0.46  -0.990
H1 -3.37 -1.80 -0.77  0.132
H2 -4.61 -0.66 -1.31  0.421
C3 -3.08 0.22 -0.09  0.329
N1 -2.60 0.84 -1.32  0.354
C4 -1.58 0.04 -1.95  -1.696
C5 -0.47 -0.44 -1.01  0.390
N2 -1.05 -1.13 0.13  0.323
C6 -1.95 -0.23 0.83  -1.514
H3 -2.37 -0.76 1.69  1.050
H4 -1.40 0.65 1.21  0.033
C7 -0.02 -1.62 1.05  -1.068
C8 0.94 -2.53 0.36  -0.095
C9 0.75 -3.81 -0.08  -0.586
C10 1.90 -4.20 -0.79  -0.974
C11 2.76 -3.14 -0.78  -0.322
N3 2.18 -2.12 -0.07  0.397
C12 2.79 -0.88 0.15  0.216
C13 2.96 -0.36 1.43  -0.075
C14 3.58 0.87 1.57  -0.473
C15 4.01 1.53 0.43  -0.454
N4 3.88 1.03 -0.79  -0.600
C16 3.28 -0.14 -0.93  -0.385
H5 3.19 -0.51 -1.94  0.452
H6 4.50 2.49 0.49  0.431
H7 3.72 1.30 2.55  0.439
H8 2.64 -0.92 2.29  0.562
H9 3.75 -3.04 -1.18  0.467
H10 2.08 -5.15 -1.26  0.476
H11 -0.13 -4.40 0.08  0.574
H12 -0.54 -2.18 1.84  0.458
H13 0.51 -0.77 1.51  0.356
H14 0.17 -1.14 -1.55  0.741
H15 0.15 0.41 -0.68  -0.339
H16 -1.14 0.61 -2.77  0.507
H17 -2.06 -0.85 -2.38  0.385
C17 -2.38 2.27 -1.31  -1.845
C18 -1.18 2.78 -0.54  1.070
C19 -1.27 3.10 0.81  -0.387
C20 -0.15 3.49 1.52  -0.570
C21 1.08 3.58 0.89  -0.551
C22 1.18 3.28 -0.46  -0.425
C23 0.06 2.89 -1.17  -0.424
H18 0.15 2.67 -2.22  0.325
H19 2.13 3.36 -0.96  0.477
H20 1.95 3.88 1.45  0.441
H21 -0.24 3.74 2.57  0.421
H22 -2.23 3.05 1.30  0.337
H23 -2.29 2.58 -2.35  0.499
H24 -3.29 2.73 -0.90  0.493
H25 -3.68 0.97 0.44  0.501
H26 -5.41 -0.55 1.14  0.379
H27 -5.70 -2.06 0.26  0.334
H28 -3.72 -2.79 1.34  0.342

## Properties
HOMO energy ... -7.975 eV
Net charge ... 0
Gap between HOMO and LUMO ... 8.72 eV
Energy above the lowest of the compared OMol25 structures with the same formula, charge and spin ... 69.6 kcal/mol
DFT total energy ... -1187.46963 Eh



2.
Formula: C23H28N4O2Ru
Source: OMol25
Level of theory: ωB97M-V/def2-TZVPD

Each line ends with the Mulliken spin population.
Atoms and positions in Å:
Ru1 8.74 9.86 13.40  2.480
C1 8.52 10.26 17.79  0.001
C2 8.01 9.84 16.48  0.009
O1 8.65 10.14 15.47  0.027
N1 6.90 9.06 16.43  0.005
C3 6.29 8.52 15.23  0.011
C4 6.95 7.33 14.65  0.000
C5 6.60 6.02 14.98  0.002
C6 7.29 4.97 14.47  0.000
C7 8.28 5.18 13.55  0.002
C8 8.56 6.51 13.27  0.011
N2 7.95 7.55 13.77  0.084
H1 8.85 11.27 17.66  0.000
H2 9.45 9.67 17.99  0.000
H3 7.84 10.16 18.62  0.000
H4 6.39 8.87 17.27  0.000
H5 6.29 9.35 14.50  -0.003
H6 5.25 8.35 15.42  0.000
H7 5.79 5.90 15.72  0.000
H8 7.03 3.91 14.68  0.000
H9 8.91 4.42 13.18  0.000
H10 9.36 6.68 12.59  0.006
C9 8.51 10.19 10.30  -0.038
N3 9.33 9.82 11.45  0.264
C10 10.52 9.47 11.23  0.041
C11 11.28 9.09 12.41  0.247
C12 12.62 8.54 12.57  0.014
C13 12.77 8.35 13.90  0.141
C14 11.56 8.84 14.53  0.301
N4 10.66 9.23 13.63  -0.087
C15 8.20 8.99 9.43  0.052
C16 7.67 7.85 9.97  -0.010
C17 7.31 6.82 9.11  -0.004
C18 7.44 6.94 7.73  0.003
C19 8.08 8.06 7.23  0.001
C20 8.46 9.09 8.06  0.004
H11 9.06 10.93 9.76  0.011
H12 7.59 10.60 10.69  -0.003
H13 10.92 9.39 10.21  0.016
H14 13.28 8.34 11.77  0.000
H15 13.64 8.11 14.45  0.002
H16 11.33 8.90 15.62  0.029
H17 7.34 7.75 11.04  0.006
H18 6.78 5.94 9.47  0.000
H19 7.12 6.18 7.02  0.000
H20 8.15 8.20 6.15  0.000
H21 8.91 9.96 7.64  0.000
C21 6.62 12.65 14.42  0.020
C22 7.09 12.21 13.04  0.023
C23 8.48 12.80 12.65  0.036
O2 7.16 10.75 13.01  0.302
H22 6.35 13.74 14.45  0.001
H23 7.34 12.51 15.22  0.001
H24 5.72 12.11 14.73  0.000
H25 6.36 12.49 12.27  0.008
H26 9.29 12.51 13.30  -0.016
H27 8.43 13.90 12.81  0.008
H28 8.80 12.65 11.64  -0.010

## Properties
HOMO energy (spin up / spin down) ... -14.282 / -14.280 eV
Net charge ... +2
Gap between HOMO and LUMO (spin up / spin down) ... 7.85 / 5.23 eV
Spin multiplicity ... 5
Energy above the lowest of the compared OMol25 structures with the same formula, charge and spin ... 0.0 kcal/mol
DFT total energy ... -1357.04029 Eh



3.
Formula: C23H28N4O3S
Source: OMol25
Level of theory: ωB97M-V/def2-TZVPD

Each line ends with the Mulliken charge.
Atoms and positions in Å:
C1 2.26 1.72 -3.77  -1.548
C2 0.77 1.49 -3.59  0.594
C3 -0.06 2.65 -4.13  -0.743
H1 0.21 3.57 -3.59  0.327
C4 -1.56 2.41 -4.00  -0.841
N1 -1.96 2.27 -2.61  -0.125
S1 -2.85 0.95 -2.15  1.215
O1 -3.51 0.36 -3.28  -0.696
O2 -3.63 1.36 -1.01  -0.671
C5 -1.58 -0.16 -1.57  0.205
C6 -0.99 0.12 -0.38  -0.475
C7 0.00 -0.73 0.14  0.415
C8 0.65 -0.55 1.39  0.621
C9 1.67 -1.40 1.74  -0.910
C10 2.02 -2.46 0.87  0.717
N2 1.40 -2.67 -0.26  -0.603
C11 0.42 -1.84 -0.65  -0.548
C12 -0.22 -2.10 -1.89  -0.636
C13 -1.22 -1.27 -2.34  -0.592
H2 -1.74 -1.45 -3.26  0.585
H3 0.11 -2.95 -2.46  0.503
C14 3.10 -3.39 1.21  0.271
C15 3.10 -4.68 0.68  -0.376
C16 4.12 -5.55 1.01  -0.512
C17 5.11 -5.10 1.88  -0.199
N3 5.14 -3.87 2.37  -0.652
C18 4.16 -3.04 2.05  -0.399
H4 4.26 -2.04 2.45  0.438
H5 5.93 -5.74 2.19  0.383
H6 4.15 -6.55 0.62  0.379
H7 2.30 -4.97 0.02  0.436
H8 2.17 -1.27 2.68  0.504
C19 0.28 0.54 2.36  0.135
O3 1.13 1.24 2.87  -0.671
N4 -1.04 0.63 2.64  -0.102
H9 -1.69 0.01 2.19  0.421
C20 -1.56 1.56 3.62  -0.015
C21 -2.50 0.83 4.57  -1.620
H10 -2.92 1.53 5.29  0.369
H11 -1.95 0.06 5.11  0.423
H12 -3.31 0.36 4.02  0.418
C22 -2.21 2.78 2.94  -0.638
C23 -3.50 2.48 2.17  -1.161
H13 -3.34 1.80 1.35  0.293
H14 -3.89 3.41 1.75  0.372
H15 -4.26 2.07 2.83  0.329
H16 -1.48 3.22 2.26  0.324
H17 -2.43 3.52 3.72  0.447
H18 -0.69 1.93 4.17  0.422
H19 -1.30 1.01 0.15  0.613
H20 -2.21 3.11 -2.13  0.308
H21 -2.12 3.23 -4.48  0.364
H22 -1.84 1.48 -4.49  0.373
H23 0.17 2.81 -5.19  0.377
H24 0.48 0.57 -4.11  0.232
H25 0.54 1.35 -2.53  -0.197
H26 2.57 2.62 -3.24  0.341
H27 2.83 0.88 -3.37  0.410
H28 2.51 1.84 -4.82  0.364

## Properties
HOMO energy ... -8.997 eV
Net charge ... 0
Gap between HOMO and LUMO ... 8.28 eV
Energy above the lowest of the compared OMol25 structures with the same formula, charge and spin ... 8.6 kcal/mol
DFT total energy ... -1736.20766 Eh



4.
Formula: C23H28N4O4
Source: OMol25
Level of theory: ωB97M-V/def2-TZVPD

Each line ends with the Mulliken charge.
Atoms and positions in Å:
N1 -0.28 3.38 0.22  -0.310
C1 -1.33 2.53 0.22  0.501
O1 -1.86 2.17 -0.81  -0.675
C2 -1.79 2.06 1.58  -1.053
H1 -2.85 2.30 1.70  0.482
H2 -1.24 2.53 2.39  0.478
C3 -1.64 0.52 1.64  -0.224
N2 -2.59 -0.07 0.73  -0.019
C4 -3.62 -0.86 1.14  0.405
O2 -3.71 -1.26 2.28  -0.693
C5 -4.60 -1.23 0.08  0.365
C6 -4.86 -0.42 -1.03  -0.291
C7 -5.80 -0.82 -1.96  -0.728
C8 -6.49 -2.01 -1.81  -0.344
C9 -6.23 -2.81 -0.70  -0.567
C10 -5.30 -2.42 0.24  -0.429
H3 -5.10 -3.02 1.11  0.429
H4 -6.77 -3.74 -0.57  0.386
H5 -7.22 -2.31 -2.54  0.380
H6 -6.01 -0.18 -2.81  0.394
H7 -4.36 0.53 -1.16  0.568
H8 -2.58 0.32 -0.21  0.264
C11 -0.23 0.10 1.29  -0.549
C12 0.86 0.82 1.70  -0.443
C13 2.17 0.49 1.32  0.007
C14 2.43 -0.59 0.44  1.305
N3 3.63 -0.86 -0.15  -0.007
C15 4.63 0.16 -0.39  -1.330
H9 5.07 0.50 0.56  0.456
C16 4.09 1.37 -1.17  -0.386
C17 3.09 1.01 -2.27  -0.306
H10 2.26 0.45 -1.85  0.089
H11 2.67 1.95 -2.65  0.375
C18 3.66 0.26 -3.48  -0.971
H12 2.85 0.16 -4.20  0.376
H13 4.44 0.88 -3.94  0.362
C19 4.26 -1.13 -3.24  -0.788
H14 5.27 -1.05 -2.84  0.310
H15 4.36 -1.60 -4.23  0.388
C20 3.42 -2.06 -2.36  -0.429
H16 2.36 -1.79 -2.45  0.374
H17 3.52 -3.09 -2.72  0.396
C21 3.83 -2.09 -0.88  -1.357
H18 4.90 -2.32 -0.82  0.624
H19 3.31 -2.90 -0.36  0.560
H20 4.94 1.90 -1.60  0.539
H21 3.59 2.06 -0.49  0.249
H22 5.43 -0.30 -0.95  0.604
C22 1.29 -1.39 0.14  -0.749
C23 0.02 -1.05 0.54  -1.498
H23 -0.80 -1.69 0.25  0.511
H24 1.40 -2.27 -0.46  0.302
N4 3.15 1.28 1.95  1.274
O3 4.23 0.78 2.23  -0.682
O4 2.86 2.44 2.23  -0.696
H25 0.76 1.66 2.37  0.769
H26 -1.91 0.15 2.64  0.547
H27 0.09 3.68 -0.66  0.248
H28 0.23 3.62 1.05  0.203

## Properties
HOMO energy ... -8.120 eV
Net charge ... 0
Gap between HOMO and LUMO ... 7.82 eV
Energy above the lowest of the compared OMol25 structures with the same formula, charge and spin ... 75.8 kcal/mol
DFT total energy ... -1413.18253 Eh



5.
Formula: C23H28N5O4S2
Source: OMol25
Level of theory: ωB97M-V/def2-TZVPD

Each line ends with the Mulliken charge.
Atoms and positions in Å:
C1 4.35 -5.21 0.66  -1.005
N1 4.47 -3.93 1.32  0.243
C2 5.09 -4.01 2.63  -1.005
C3 3.70 -2.82 0.92  -0.111
C4 2.34 -2.72 1.27  -0.495
C5 1.63 -1.58 0.95  -0.163
C6 2.21 -0.55 0.20  0.588
C7 1.42 0.62 -0.19  -1.445
C8 0.84 1.47 0.70  1.039
C9 -0.04 2.52 0.20  -0.141
O1 -0.42 2.58 -0.97  -0.634
N2 -0.46 3.47 1.16  0.032
C10 -1.13 4.63 0.59  -0.973
C11 -0.79 3.06 2.44  0.277
S1 -1.96 3.80 3.38  -0.357
N3 -0.09 1.95 2.90  0.319
C12 -0.20 1.67 4.33  -1.245
C13 0.96 1.34 2.17  0.364
O2 1.83 0.71 2.75  -0.640
C14 3.55 -0.69 -0.22  -0.733
C15 4.30 -1.79 0.17  -0.449
H1 3.88 -5.09 -0.32  0.288
H2 5.36 -5.64 0.53  0.318
H3 3.76 -5.92 1.26  0.311
H4 5.12 -3.01 3.08  0.286
H5 4.53 -4.69 3.29  0.314
H6 6.11 -4.40 2.52  0.323
H7 1.87 -3.53 1.84  0.363
H8 0.58 -1.48 1.27  0.623
H9 1.40 0.91 -1.24  0.653
H10 -1.47 5.23 1.44  0.458
H11 -0.42 5.19 -0.02  0.275
H12 -1.99 4.33 -0.02  0.249
H13 0.35 0.76 4.55  0.367
H14 0.20 2.51 4.90  0.371
H15 -1.26 1.58 4.57  0.375
H16 3.99 0.12 -0.80  0.416
H17 5.36 -1.87 -0.09  0.392
C16 -5.22 0.47 -0.25  -1.261
C17 -3.97 1.31 -0.12  -1.025
N4 -2.87 0.81 -1.00  0.473
C18 -1.82 0.08 -0.40  0.095
O3 -1.75 0.05 0.85  -0.740
C19 -0.88 -0.50 -1.26  -0.359
C20 -0.98 -0.36 -2.66  -0.451
O4 -0.30 -0.99 -3.48  -0.783
N5 -1.89 0.64 -3.11  0.144
C21 -1.96 0.87 -4.60  -1.013
C22 -2.93 -0.05 -5.31  -1.021
C23 -2.92 1.14 -2.34  0.432
S2 -4.20 2.02 -2.99  -0.351
H18 -5.97 0.85 0.44  0.413
H19 -5.62 0.51 -1.27  0.323
H20 -5.00 -0.57 0.02  0.279
H21 -4.17 2.33 -0.45  0.550
H22 -3.59 1.30 0.90  0.341
H23 -0.22 -1.25 -0.86  1.235
H24 -2.29 1.91 -4.70  0.507
H25 -0.95 0.72 -4.98  0.431
H26 -2.88 0.18 -6.39  0.366
H27 -2.64 -1.10 -5.18  0.279
H28 -3.96 0.12 -4.98  0.289

## Properties
HOMO energy ... -4.548 eV
Net charge ... -1
Gap between HOMO and LUMO ... 6.41 eV
DFT total energy ... -2264.48236 Eh



6.
Formula: C23H28NO4SV
Source: OMol25
Level of theory: ωB97M-V/def2-TZVPD

Each line ends with the Mulliken spin population.
Atoms and positions in Å:
C1 1.84 0.05 1.54  -0.062
C2 2.33 -0.50 0.33  -0.057
C3 2.23 0.49 -0.66  -0.024
H1 2.68 -1.50 0.18  0.003
C4 1.67 1.65 -0.07  -0.103
C5 1.45 1.37 1.30  -0.025
H2 1.40 2.56 -0.57  0.001
C6 -1.14 -1.44 1.48  -0.024
C7 -0.11 -2.17 0.86  -0.058
C8 -0.41 -2.26 -0.52  -0.026
H3 0.75 -2.59 1.35  0.010
C9 -1.64 -1.61 -0.74  -0.037
C10 -2.09 -1.11 0.49  -0.050
H4 2.48 0.37 -1.70  0.004
H5 0.98 2.04 2.00  0.003
H6 1.76 -0.47 2.48  0.008
H7 -2.96 -0.50 0.65  0.002
H8 0.20 -2.75 -1.26  -0.003
H9 -1.20 -1.16 2.52  0.002
V1 0.00 0.00 0.00  1.445
C11 -2.39 -1.48 -2.05  0.006
C12 -3.77 -2.12 -1.89  -0.005
C13 -1.65 -2.18 -3.19  -0.006
H10 -3.69 -3.10 -1.42  0.000
H11 -4.26 -2.24 -2.86  0.000
H12 -4.42 -1.51 -1.26  0.000
H13 -1.71 -3.27 -3.08  0.001
H14 -0.60 -1.90 -3.23  0.001
H15 -2.10 -1.93 -4.14  0.000
C14 -2.59 0.00 -2.40  0.000
C15 -1.32 0.70 -2.72  0.013
H16 -3.02 0.53 -1.55  0.000
H17 -3.30 0.09 -3.22  0.000
O1 -0.29 0.56 -2.02  -0.019
N1 -1.23 1.50 -3.80  0.002
C16 -0.23 2.52 -4.06  0.001
H18 -1.75 1.16 -4.59  0.000
C17 1.16 2.02 -4.37  -0.001
C18 2.30 2.64 -3.88  0.000
H19 2.24 3.52 -3.26  0.000
C19 3.56 2.15 -4.21  0.000
H20 4.44 2.65 -3.83  0.000
C20 3.68 1.03 -5.01  0.000
H21 4.66 0.64 -5.26  0.000
C21 2.54 0.40 -5.50  0.000
H22 2.63 -0.48 -6.13  0.000
C22 1.29 0.90 -5.18  0.000
H23 0.40 0.41 -5.57  0.000
H24 -0.20 3.21 -3.22  0.001
H25 -0.61 3.11 -4.90  -0.001
C23 -1.44 1.48 3.21  0.010
S1 -1.87 2.05 1.53  -0.001
O2 -3.35 1.85 1.20  0.002
O3 -1.86 3.59 1.61  0.002
O4 -0.99 1.78 0.06  -0.012
H26 -2.27 0.86 3.61  0.000
H27 -1.27 2.35 3.87  0.000
H28 -0.52 0.86 3.20  -0.002

## Properties
HOMO energy (spin up / spin down) ... -11.876 / -11.881 eV
Net charge ... +1
Gap between HOMO and LUMO (spin up / spin down) ... 7.39 / 8.09 eV
Spin multiplicity ... 2
DFT total energy ... -2590.88110 Eh